DFT (ωB97M-V with the def2-TZVPD basis set) results for a structure of composition C2HF3Si at a distorted geometry.

```
! RIJCOSX wB97M-V def2-TZVPD def2/J DEFGRID3
* xyz 0 1
Si 1.310 0.130 0.126
F 1.700 -1.306 0.329
H -3.244 -0.408 -0.351
C -1.196 0.175 0.249
F 1.927 1.148 1.080
C -2.323 -0.068 -0.080
F 1.826 0.328 -1.353
*
```

orbital gap	10.2	eV
energy above the lowest of the compared OMol25 structures with the same formula, charge and spin	167.4	kJ/mol
E_HOMO	-10.49	eV
total energy	-665.9532	a.u.
F_max	5.47	eV/A
E_LUMO	-0.278	eV

Results of the Mulliken charge analysis, in e, for atoms 1 through 2: 0.82, -0.12